*one*
Molecular formula: C8H16O2
Method: DFT, ωB97M-V with the def2-TZVPD basis set

The geometry in XYZ format:
```
26
Properties=species:S:1:pos:R:3
C 0.49350 -0.98999 1.36398
C 1.43965 -0.00820 2.02484
C 0.52557 -1.18421 -0.52297
O 0.14071 -2.55644 -0.63970
O 1.68059 -0.84779 -0.90468
H 0.97908 -3.03810 -0.60681
H 0.93058 -1.98446 1.43227
H -0.48893 -1.05508 1.83292
H 1.84264 -0.41567 2.95695
H 0.97810 0.95015 2.27295
H 2.28987 0.17623 1.36166
C -1.77307 0.92826 0.87089
C 0.36387 1.71868 -0.26028
C -0.56078 -0.03826 -2.55069
C -0.67481 0.69952 -0.09031
C -0.71487 -0.39934 -1.07396
H -1.60154 -1.01082 -0.90973
H -1.40777 1.31854 1.82258
H -2.38755 0.04478 1.03002
H -2.41154 1.71081 0.43336
H 1.32335 1.19932 -0.42978
H 0.17172 2.24583 -1.20337
H 0.41840 2.43652 0.55447
H 0.42773 0.37750 -2.74180
H -0.65638 -0.94610 -3.14601
H -1.32810 0.66834 -2.87680
```

Output
* HOMO (spin up / spin down): -7.587 / -7.587 eV
* 2S+1: 1
* HOMO-LUMO gap (spin up / spin down): 0.2464 / 0.2464 Ha


*two*
Molecular formula: C8H16O2
Method: DFT, ωB97M-V with the def2-TZVPD basis set

The geometry in XYZ format:
```
26
Properties=species:S:1:pos:R:3
C -1.06505 2.10852 0.02919
C 0.08856 1.44703 0.11578
O 1.22273 1.86196 -0.52480
C 0.31642 0.27392 1.02753
C 1.45586 0.52837 2.00368
O -0.79907 -0.08295 1.71881
C 0.87173 -1.14947 -0.04106
C 1.67864 -1.01442 -1.31364
H -1.19437 2.92997 -0.66190
H -1.88946 1.86511 0.67436
H 1.01523 2.61395 -1.09032
H 1.64254 -0.37237 2.58604
H 2.35905 0.81345 1.47198
H 1.16121 1.31377 2.69863
H -1.51545 -0.48311 1.06836
H 0.15225 -1.96987 -0.07412
H 1.55168 -1.48785 0.73197
H 2.30247 -1.89485 -1.47854
H 2.39711 -0.19596 -1.26962
H 1.07996 -0.82797 -2.20106
C -1.65671 -1.06387 -1.37859
C -2.53755 -1.00641 -0.35824
H -1.36837 -0.18535 -1.93390
H -1.22064 -1.99681 -1.69580
H -3.12152 -0.11241 -0.18878
H -2.92726 -1.91237 0.08403
```

Output
* structure (SMILES): C=C(O)[C@@](C)(O)CC.C=C
* HOMO: -8.571 eV
* 2S+1: 1
* HOMO-LUMO gap: 0.3438 Ha


*three*
Molecular formula: C8H16O2
Method: DFT, ωB97M-V with the def2-TZVPD basis set

The geometry in XYZ format:
```
26
Properties=species:S:1:pos:R:3
C 2.98815 0.62775 -0.38466
C 1.75084 0.23301 0.38933
O 1.81196 -0.02827 1.56467
C 0.48672 0.13794 -0.45239
C 0.64333 -1.11888 -1.32369
C -0.83309 0.17551 0.35786
C -0.99995 -1.04817 1.26215
C -0.84276 1.44397 1.22043
C -2.04240 0.28546 -0.60417
O -2.37243 -0.88344 -1.31434
H 3.67177 1.15831 0.27334
H 2.75595 1.23610 -1.25266
H 3.49021 -0.28009 -0.71548
H 0.47130 1.00652 -1.12042
H 0.86230 -1.98888 -0.70905
H -0.27238 -1.29806 -1.87882
H 1.45650 -0.98689 -2.03287
H -0.98302 -1.97382 0.69148
H -0.19226 -1.08077 1.98654
H -1.94407 -0.98505 1.80169
H -0.74122 2.33226 0.59955
H -0.02681 1.42267 1.93593
H -1.77608 1.51921 1.77399
H -1.84082 1.04021 -1.36885
H -2.91426 0.61980 -0.02298
H -2.60745 -1.56641 -0.67661
```

Output
* structure (SMILES): CC(=O)[C@@H](C)C(C)(C)CO
* HOMO: -9.295 eV
* 2S+1: 1
* HOMO-LUMO gap: 0.3708 Ha


*four*
Molecular formula: C8H16O2
Method: DFT, ωB97M-V with the def2-TZVPD basis set

The geometry in XYZ format:
```
26
Properties=species:S:1:pos:R:3
C 0.15665 1.52003 1.22010
C -0.49709 2.46928 0.22914
C 1.27703 0.37197 0.62486
O 1.92784 1.04368 -0.42299
O 1.96288 -0.12217 1.53649
H 2.83317 1.15315 -0.08885
H 0.88679 2.06204 1.82737
H -0.55650 1.12128 1.94752
H -1.36613 2.03329 -0.26790
H 0.20810 2.77099 -0.54726
H -0.84069 3.37753 0.73468
C 1.05717 -2.35609 -0.13815
C 0.11184 -0.69811 -1.80655
C -2.21056 -0.48975 0.13403
C 0.27750 -1.06183 -0.34097
C -0.83228 -0.87181 0.50913
H -0.69058 -1.19087 1.53831
H 1.99841 -2.30439 -0.68885
H 0.49280 -3.21978 -0.50086
H 1.29879 -2.50112 0.91529
H -0.28471 0.31060 -1.92887
H 1.08276 -0.72620 -2.30187
H -0.55539 -1.39830 -2.31823
H -2.68559 0.11677 0.90677
H -2.27415 0.01804 -0.82637
H -2.77806 -1.42822 0.05406
```

Output
* HOMO (spin up / spin down): -8.214 / -8.215 eV
* 2S+1: 1
* HOMO-LUMO gap (spin up / spin down): 0.2922 / 0.2923 Ha


Need the numbers? Relative energies in eV: *one* 3.486; *two* 2.991; *three* 0.000; *four* 2.854.


*one*
Molecular formula: C2H6IOP
Method: DFT, ωB97M-V with the def2-TZVPD basis set

The geometry in XYZ format:
```
11
Properties=species:S:1:pos:R:3
C 1.57574 0.07601 0.57237
C -1.00414 -0.06427 -0.40144
O -0.87367 0.24911 -1.73772
P 0.36235 -1.16579 0.09023
I -2.94277 -0.94907 0.04517
H 1.00337 0.91729 1.00818
H 1.90966 0.41563 -0.36258
H 2.45403 -0.23054 1.10461
H -0.96046 1.13710 0.36067
H -1.37822 0.96802 -2.15027
H -0.14590 -1.35351 1.47079
```

Output
* HOMO: -9.237 eV
* 2S+1: 1
* HOMO-LUMO gap: 0.3500 Ha


*two*
Molecular formula: C2H6IOP
Method: DFT, ωB97M-V with the def2-TZVPD basis set

The geometry in XYZ format:
```
11
Properties=species:S:1:pos:R:3
C -0.56259 -1.26714 0.67155
P -0.50404 -1.17734 -1.13413
C 0.84307 -0.20148 -1.46659
I 2.38535 0.07357 0.05450
H 0.39154 -1.55757 1.08103
H -1.32123 -1.79658 1.23000
H -0.58317 -0.28450 0.95712
H 1.32542 -0.11542 -2.41999
O -0.58304 1.84894 0.19290
H -1.48996 1.88660 0.54658
H 0.09866 2.59092 0.28703
```

Output
* structure (SMILES): C/P=C\I.O
* HOMO: -8.624 eV
* 2S+1: 1
* HOMO-LUMO gap: 0.3158 Ha


Need the numbers? Relative energies in eV: *one* 0.000; *two* 0.071.


*one*
Molecular formula: HNP4
Method: DFT, ωB97M-V with the def2-TZVPD basis set

The geometry in XYZ format:
```
6
Properties=species:S:1:pos:R:3
P 1.11939 -2.05599 0.46824
P 0.48792 -0.17455 0.82516
P -1.19448 0.94042 -0.15123
P -0.54082 0.00199 -1.89723
N -0.31963 1.54678 -1.50544
H 0.44763 -0.25865 2.26049
```

Output
* structure (SMILES): P#[PH]P1#P=N1
* HOMO (spin up / spin down): -7.915 / -7.918 eV
* 2S+1: 1
* HOMO-LUMO gap (spin up / spin down): 0.2311 / 0.2313 Ha


*two*
Molecular formula: HNP4
Method: DFT, ωB97M-V with the def2-TZVPD basis set

The geometry in XYZ format:
```
6
Properties=species:S:1:pos:R:3
N -1.60419 3.08822 0.93290
P -1.34312 3.55598 -0.49316
P -0.07930 1.87664 -1.32473
P -0.48360 0.80048 0.51036
P -1.60522 0.13065 2.01267
H 0.67121 -0.23269 0.32844
```

Output
* structure (SMILES): N#P=P[PH]#P
* HOMO (spin up / spin down): -8.143 / -7.907 eV
* 2S+1: 1
* HOMO-LUMO gap (spin up / spin down): 0.1935 / 0.1851 Ha


Need the numbers? Relative energies in eV: *one* 0.000; *two* 2.017.


*one*
Molecular formula: CH6N3
Method: DFT, ωB97M-V with the def2-TZVPD basis set

The geometry in XYZ format:
```
10
Properties=species:S:1:pos:R:3
N 0.92824 -0.46036 -0.90154
C -0.26768 -0.13988 -0.23144
N -0.56446 1.27672 0.01767
N -1.19046 -0.99031 0.00772
H 1.37265 -1.13102 -0.21060
H 1.58466 0.34143 -0.82736
H 0.25510 1.72983 0.53008
H -1.46514 1.47439 0.50425
H 0.17633 -0.25131 1.48251
H -0.82923 -1.84949 -0.37130
```

Output
* total charge: +1
* HOMO: -16.175 eV
* 2S+1: 1
* HOMO-LUMO gap: 0.2491 Ha


*two*
Molecular formula: CH6N3
Method: DFT, ωB97M-V with the def2-TZVPD basis set

The geometry in XYZ format:
```
10
Properties=species:S:1:pos:R:3
C -0.22350 0.26439 0.13559
N 0.60537 -0.65677 -1.87566
N 0.28926 1.37973 0.65284
N -1.03836 -0.65956 0.73319
H 0.52763 -1.62040 -1.54623
H 1.73389 -0.43319 -1.73389
H 1.01924 2.00432 0.24165
H -0.06206 1.73361 1.61353
H -1.34240 -1.39036 0.09297
H -1.50907 -0.62176 1.68601
```

Output
* total charge: +1
* HOMO (spin up / spin down): -16.027 / -15.640 eV
* 2S+1: 1
* HOMO-LUMO gap (spin up / spin down): 0.3523 / 0.3651 Ha


*three*
Molecular formula: CH6N3
Method: DFT, ωB97M-V with the def2-TZVPD basis set

The geometry in XYZ format:
```
10
Properties=species:S:1:pos:R:3
C 0.12482 1.05539 0.09424
N 0.74633 0.04065 -0.78661
N 0.07410 -1.00827 -0.00296
N -0.77744 0.04984 0.58015
H 0.67402 1.61460 0.80783
H -0.57170 1.90681 -0.39880
H 0.66694 -0.07746 -1.76289
H -0.38932 -1.78757 -0.67684
H 0.57802 -1.58584 0.66751
H -1.12577 -0.20815 1.47837
```

Output
* structure (SMILES): C1N[NH2+]N1
* total charge: +1
* HOMO: -15.061 eV
* 2S+1: 1
* HOMO-LUMO gap: 0.4014 Ha


Need the numbers? Relative energies in eV: *one* 1.930; *two* 0.000; *three* 0.390.


*one*
Molecular formula: C16H17N
Method: DFT, ωB97M-V with the def2-TZVPD basis set

The geometry in XYZ format:
```
34
Properties=species:S:1:pos:R:3
C 2.61289 1.91849 1.83557
C 1.47857 0.99473 2.15824
C 1.48572 0.01863 3.10163
N 0.20916 -0.46991 3.25022
C -0.60930 0.13023 2.33825
C -1.91595 -0.20860 1.99590
C -2.49471 0.47898 0.94225
C -1.79157 1.54132 0.32950
C -0.52432 1.90297 0.69814
C 0.14705 1.09828 1.63294
H 3.57775 1.46010 2.06830
H 2.60327 2.91560 2.25381
H 2.62879 2.04101 0.74850
H 2.36712 -0.35896 3.59201
H -0.11676 -1.15778 3.90092
H -2.39716 -1.10413 2.37241
H -3.50906 0.27530 0.63484
H -2.41015 2.06257 -0.38549
H -0.04080 2.81069 0.36473
C -2.00657 -2.07446 -3.10751
C -0.70990 -1.42047 -2.76391
C -0.36913 -1.10783 -1.45210
C 0.84963 -0.52009 -1.14071
C 1.76519 -0.27216 -2.15786
C 1.47640 -0.62276 -3.46593
C 0.21659 -1.13035 -3.75976
H -2.44362 -2.65967 -2.30103
H -1.91740 -2.73443 -3.96875
H -2.80043 -1.39068 -3.43624
H -1.05095 -1.31525 -0.64254
H 1.17221 -0.47090 -0.13092
H 2.68029 0.23666 -1.87771
H 2.21364 -0.52495 -4.24746
H -0.04478 -1.33035 -4.79458
```

Output
* structure (SMILES): Cc1c[nH]c2ccccc12.Cc1ccccc1
* HOMO: -7.907 eV
* 2S+1: 1
* HOMO-LUMO gap: 0.3223 Ha


*two*
Molecular formula: C16H17N
Method: DFT, ωB97M-V with the def2-TZVPD basis set

The geometry in XYZ format:
```
34
Properties=species:S:1:pos:R:3
C 0.25610 3.12245 1.96527
C -0.62334 1.92848 1.86636
C -0.26277 0.72885 2.45318
N -1.44338 -0.18540 2.30529
C -2.35673 0.41048 1.46432
C -3.60353 0.20896 0.77988
C -4.31135 1.19826 0.11397
C -3.89286 2.57443 0.06131
C -2.60846 2.86648 0.62117
C -1.91885 1.84660 1.32209
H 1.21959 2.93110 1.50671
H 0.35794 3.52213 2.98849
H -0.06956 3.94249 1.33364
H 0.53634 0.38743 2.88318
H -1.26298 -1.09719 2.32800
H -4.04028 -0.77650 0.95424
H -5.15420 0.86754 -0.56069
H -4.23679 3.44287 -0.48946
H -2.24607 3.87906 0.92536
C 4.51233 -0.44985 -1.57952
C 3.51607 -1.61431 -1.78964
C 3.22399 -2.09907 -3.02010
C 2.11341 -2.89630 -3.13508
C 1.48573 -3.38685 -2.02785
C 1.72519 -2.82735 -0.79234
C 2.73239 -1.87564 -0.63210
H 5.39434 -0.47788 -2.26334
H 4.92774 -0.42905 -0.55432
H 3.94925 0.54585 -1.56003
H 3.95847 -1.91811 -3.87835
H 1.81243 -3.24782 -4.05429
H 0.96168 -4.22656 -2.06670
H 1.15140 -3.24583 0.06498
H 2.92046 -1.21545 0.27997
```

Output
* structure (SMILES): Cc1c[nH]c2ccccc12.Cc1ccccc1
* HOMO: -7.950 eV
* 2S+1: 1
* HOMO-LUMO gap: 0.3169 Ha


Need the numbers? Relative energies in eV: *one* 0.000; *two* 2.765.